A:
DFT (ωB97M-V/def2-TZVPD) results for the molecule C6H10O5S.

Properties
Multiplicity: 1
E_LUMO (eV): 0.41
HOMO-LUMO gap (eV): 9.11
HOMO level (eV): -8.698

Positions of all 22 atoms, in Å:
C: -0.70 -1.47 -0.71
C: -0.62 0.11 -1.03
C: -0.53 -1.34 0.84
C: 0.91 0.54 -1.06
C: -0.54 -0.27 1.62
C: 1.34 2.02 -0.80
O: -2.59 1.63 2.01
O: 1.60 -0.31 -0.08
O: 0.22 -2.26 -1.34
O: -1.64 0.66 -0.21
O: -0.42 -0.61 2.92
S: -1.35 1.40 1.30
H: -1.70 -1.71 -1.07
H: -0.88 0.32 -2.07
H: 0.09 -2.06 1.27
H: 1.27 0.20 -2.02
H: 2.16 2.24 -1.38
H: 1.39 2.18 0.25
H: 0.59 2.66 -1.25
H: 0.47 -3.03 -0.82
H: 2.03 0.34 0.39
H: -1.09 -1.26 3.23


B:
DFT (ωB97M-V/def2-TZVPD) results for a structure of composition C6H10O5S.

Properties
Multiplicity: 1
E_LUMO (eV): 0.46
HOMO-LUMO gap (eV): 10.25
HOMO level (eV): -9.788

Positions of all 22 atoms, in Å:
C: 0.62 1.62 0.37
C: -0.41 0.84 -0.50
C: 1.84 0.84 0.58
C: -0.40 -0.58 -0.06
C: 1.87 -0.59 0.16
C: -1.63 -1.29 -0.70
O: 4.43 0.29 -0.08
O: 0.84 -1.17 -0.47
O: 0.00 1.63 1.67
O: -0.19 0.88 -1.92
O: 2.39 -1.79 1.39
S: 3.12 0.40 -0.69
H: 0.88 2.62 0.07
H: -1.29 1.27 -0.27
H: 2.57 0.96 1.42
H: -0.45 -0.53 1.00
H: -1.45 -1.27 -1.74
H: -2.48 -0.71 -0.45
H: -1.74 -2.28 -0.24
H: 0.69 1.87 2.33
H: 0.16 -0.02 -2.11
H: 2.18 -2.51 0.82


Which of them is the most stable, and which is the least stable? B and A, in that order.


A:
DFT (ωB97M-V/def2-TZVPD) results for the ion C2H6N5 with charge +1.

Properties
Multiplicity: 1
SMILES string: C/N=C/N=N\N=[NH2+]
E_LUMO (eV): -5.95
HOMO-LUMO gap (eV): 8.73
HOMO level (eV): -14.684
Charge: +1

Positions of all 13 atoms, in Å:
C: 0.24 1.46 0.13
C: 2.06 0.00 -0.24
N: -1.16 1.79 0.06
N: -2.05 1.05 -0.12
N: -2.55 0.01 -0.41
N: 0.71 0.35 -0.14
N: -3.47 -0.77 0.17
H: 0.85 2.45 0.37
H: 2.62 0.96 -0.22
H: 2.24 -0.74 0.54
H: 1.97 -0.74 -1.12
H: -4.02 -1.20 -0.53
H: -3.08 -1.42 0.85


B:
DFT (ωB97M-V/def2-TZVPD) results for the ion C2H6N5 with charge +1.

Properties
Multiplicity: 1
SMILES string: Nn1nc[nH]c1=[NH2+]
E_LUMO (eV): -3.26
HOMO-LUMO gap (eV): 10.60
HOMO level (eV): -13.861
Charge: +1

Positions of all 13 atoms, in Å:
C: -0.10 1.59 -1.05
C: 0.63 -0.39 -0.30
N: -0.95 1.42 -0.15
N: -0.61 0.27 0.56
N: 0.91 0.57 -1.16
N: 1.03 -1.54 0.10
N: -1.26 -0.47 1.45
H: -0.04 2.57 -1.59
H: 1.72 0.62 -1.76
H: 1.73 -1.90 -0.48
H: 0.47 -1.99 0.76
H: -2.26 -0.71 1.21
H: -1.28 -0.05 2.41


Which of them is the most stable, and which is the least stable? B and A, in that order.


A:
DFT (ωB97M-V/def2-TZVPD) results for a structure of composition C23H44NP3PdSe.

Properties
Multiplicity: 5
<S²>: 6.05
E_LUMO (spin up / spin down) (eV): -11.30 / -14.45
HOMO-LUMO gap (spin up / spin down) (eV): 6.51 / 3.32
HOMO level (spin up / spin down) (eV): -17.813 / -17.774
Charge: +4

Positions of all 73 atoms, in Å:
Pd: -0.43 0.07 0.94
P: -2.01 -1.15 2.16
P: 1.37 -1.28 1.20
P: -1.79 1.03 -0.60
H: 4.89 -0.22 -6.89
C: 4.47 0.77 -6.97
C: 4.77 1.80 -6.18
H: 5.51 1.77 -5.37
C: -2.63 -2.72 1.49
C: -1.42 -1.62 3.80
C: -3.53 -0.25 2.54
C: 2.79 -1.02 0.09
C: 2.10 -0.97 2.85
C: 1.17 -3.09 1.13
C: -1.00 1.79 -2.05
C: -2.64 2.44 0.18
C: -3.13 0.03 -1.36
H: 3.77 0.87 -7.83
H: 4.32 2.78 -6.37
H: -3.28 -3.08 2.30
H: -1.81 -3.42 1.30
H: -3.20 -2.54 0.57
H: -2.29 -2.09 4.26
H: -1.12 -0.73 4.36
H: -0.59 -2.33 3.74
H: -4.08 -0.94 3.18
H: -4.09 -0.02 1.63
H: -3.30 0.68 3.08
H: 3.64 -1.57 0.52
H: 3.03 0.06 0.02
H: 2.54 -1.42 -0.91
H: 2.76 -1.81 3.09
H: 1.32 -0.88 3.61
H: 2.68 -0.03 2.79
H: 2.16 -3.49 1.44
H: 0.94 -3.39 0.09
H: 0.38 -3.44 1.80
H: -1.77 2.40 -2.55
H: -0.63 1.00 -2.72
H: -0.17 2.44 -1.71
H: -3.42 2.79 -0.52
H: -1.91 3.24 0.37
H: -3.11 2.13 1.12
H: -3.72 0.74 -1.96
H: -3.76 -0.44 -0.59
H: -2.69 -0.74 -2.00
C: 0.54 -1.82 -3.81
C: 1.37 -0.70 -3.56
C: 2.15 -0.18 -4.59
C: 2.04 -0.66 -5.90
C: 1.17 -1.72 -6.16
C: 0.43 -2.29 -5.13
Se: -0.51 -2.85 -2.60
H: -0.23 -1.89 -1.53
H: 1.39 -0.26 -2.56
H: 2.87 0.62 -4.38
H: 2.63 -0.24 -6.70
H: 1.06 -2.12 -7.16
H: -0.24 -3.13 -5.34
N: 0.72 2.79 2.38
C: 0.06 2.60 3.55
C: -1.29 2.94 3.68
C: -2.01 2.60 4.84
C: -1.37 1.95 5.90
C: -0.03 1.56 5.77
C: 0.69 1.91 4.62
H: 0.31 3.37 1.64
H: 1.69 2.53 2.27
H: -1.77 3.50 2.89
H: -3.05 2.89 4.92
H: -1.92 1.73 6.82
H: 0.48 1.03 6.57
H: 1.76 1.69 4.54


B:
DFT (ωB97M-V/def2-TZVPD) results for a structure of composition C23H44NP3PdSe.

Properties
Multiplicity: 5
<S²>: 6.05
E_LUMO (spin up / spin down) (eV): -10.17 / -13.94
HOMO-LUMO gap (spin up / spin down) (eV): 8.78 / 5.94
HOMO level (spin up / spin down) (eV): -18.947 / -19.889
Charge: +4

Positions of all 73 atoms, in Å:
Pd: -0.68 -0.52 0.32
P: -1.80 -0.89 2.42
P: 0.82 -2.30 -0.03
P: -2.32 -0.98 -1.26
H: 0.76 1.64 -0.75
C: -0.31 1.42 -0.76
C: -1.07 1.69 0.39
H: -0.57 2.07 1.29
C: -1.27 -0.39 4.10
C: -2.01 -2.69 2.68
C: -3.46 -0.12 2.38
C: 1.88 -2.06 -1.50
C: 2.04 -2.74 1.24
C: -0.03 -3.89 -0.36
C: -3.49 0.37 -1.54
C: -3.31 -2.42 -0.76
C: -1.54 -1.33 -2.86
H: -0.82 1.34 -1.73
H: -2.14 1.85 0.29
H: -1.07 0.68 4.15
H: -0.35 -0.91 4.39
H: -2.08 -0.65 4.80
H: -1.01 -3.13 2.81
H: -2.49 -3.15 1.80
H: -2.61 -2.90 3.58
H: -3.33 0.97 2.29
H: -4.02 -0.32 3.31
H: -4.05 -0.47 1.52
H: 2.48 -2.96 -1.71
H: 2.57 -1.23 -1.32
H: 1.27 -1.82 -2.38
H: 2.56 -3.67 0.96
H: 1.53 -2.89 2.20
H: 2.79 -1.95 1.35
H: 0.71 -4.69 -0.50
H: -0.65 -3.82 -1.26
H: -0.67 -4.15 0.50
H: -4.20 0.04 -2.31
H: -2.97 1.27 -1.89
H: -4.04 0.61 -0.62
H: -3.99 -2.69 -1.58
H: -3.89 -2.16 0.14
H: -2.66 -3.27 -0.53
H: -2.31 -1.43 -3.63
H: -0.96 -2.26 -2.80
H: -0.87 -0.50 -3.12
C: 2.23 2.10 -4.91
C: 1.58 3.02 -4.07
C: 1.29 4.31 -4.51
C: 1.69 4.72 -5.79
C: 2.38 3.83 -6.62
C: 2.66 2.52 -6.19
Se: 2.48 0.31 -4.32
H: 1.94 0.61 -2.95
H: 1.29 2.71 -3.06
H: 0.75 4.99 -3.85
H: 1.46 5.73 -6.14
H: 2.70 4.15 -7.62
H: 3.20 1.83 -6.83
N: 2.20 0.90 1.57
C: 1.99 1.01 2.91
C: 2.42 0.00 3.80
C: 2.42 0.26 5.17
C: 1.95 1.49 5.65
C: 1.38 2.41 4.78
C: 1.37 2.18 3.41
H: 2.77 0.15 1.18
H: 1.92 1.62 0.91
H: 2.78 -0.96 3.39
H: 2.82 -0.49 5.84
H: 2.04 1.73 6.71
H: 0.96 3.35 5.14
H: 0.92 2.88 2.69


Which of them is the most stable, and which is the least stable? B and A, in that order.


A:
DFT (ωB97M-V/def2-TZVPD) results for a structure of composition C6H6N2.

Properties
Multiplicity: 1
E_LUMO (eV): 0.87
HOMO-LUMO gap (eV): 8.34
HOMO level (eV): -7.471

Positions of all 14 atoms, in Å:
C: -1.31 0.29 1.62
C: -1.59 -0.59 0.69
C: -0.61 -0.36 -0.35
C: 1.24 -0.10 -1.64
C: 1.46 0.65 -0.52
C: 0.28 0.51 0.22
H: -1.78 0.43 2.55
H: -2.28 -1.40 0.57
H: 0.14 -2.11 -1.56
H: 1.97 -0.60 -2.51
H: 2.28 1.36 -0.83
H: 0.29 1.81 1.77
N: 0.04 -0.83 -1.38
N: -0.12 0.95 1.38


B:
DFT (ωB97M-V/def2-TZVPD) results for the molecule C6H6N2.

Properties
Multiplicity: 1
SMILES string: [H]/N=C(/C)[C@@H]1C=C1C#N
E_LUMO (eV): -0.74
HOMO-LUMO gap (eV): 7.91
HOMO level (eV): -8.654

Positions of all 14 atoms, in Å:
C: 0.63 0.69 0.76
C: -1.56 -1.21 0.62
C: 1.53 0.37 -0.28
C: -0.92 -0.02 0.00
C: 1.27 1.70 -0.07
N: -1.42 0.67 -0.92
C: 2.10 -0.67 -0.99
N: 2.67 -1.55 -1.48
H: 0.62 0.48 1.82
H: -0.82 1.43 -1.26
H: 1.01 2.62 -0.56
H: -1.66 -1.05 1.70
H: -2.54 -1.39 0.19
H: -0.92 -2.08 0.48


Which of them is the most stable, and which is the least stable? A and B, in that order.